No. 1
Formula: C29H32AsN3O3SZr
Source: OMol25
Level of theory: ωB97M-V with the def2-TZVPD basis set

Summary:
HOMO-LUMO gap = 7.21 eV
HOMO level = -13.42 eV
Energy above the lowest of the compared OMol25 structures with the same formula, charge and spin = 140.1 kJ/mol

```
! wB97M-V def2-TZVPD RIJCOSX def2/J DEFGRID3
* xyz 2 1
N 0.40 -2.72 0.91
N 5.20 0.71 -0.72
H 4.80 1.17 -1.52
C -2.53 1.04 -1.41
C 0.86 -1.12 2.37
H -4.20 -0.55 3.58
C -2.95 2.47 -3.30
C 0.43 -2.57 2.37
O 2.07 -0.81 2.11
C -2.97 -0.41 1.83
C -3.54 -3.09 1.44
H 7.07 0.87 -1.61
H 3.74 2.37 2.59
C -0.89 -1.33 -1.88
C -0.38 -3.14 -3.93
C -4.30 2.49 -2.98
N 4.81 -0.34 1.28
C -3.78 -1.08 2.73
H -5.82 1.79 -1.64
C 0.99 3.20 -0.25
H -3.79 -4.13 1.27
H 5.73 -0.75 1.27
C 2.77 2.53 3.05
C -3.88 1.06 -1.09
H -4.24 0.50 -0.24
H -5.00 3.05 -3.60
H -0.29 -3.41 0.62
H 7.12 0.68 0.15
H -0.58 -2.65 2.78
O 0.00 -0.21 2.22
H -2.76 0.65 1.99
H -2.51 -3.21 -4.19
C 6.62 0.35 -0.77
H -0.18 -3.85 -4.72
C -0.67 2.72 1.43
O 3.16 0.80 0.20
C -1.69 -2.79 -3.63
As -1.23 -0.07 -0.44
C -0.35 3.05 0.12
H 1.11 -3.23 2.89
H -2.35 -2.93 -0.34
H -2.59 3.02 -4.17
C -1.94 -1.88 -2.61
C 1.69 2.67 2.02
C 1.99 3.06 0.71
C -2.07 1.75 -2.52
H 4.15 -0.67 1.97
C 0.42 -1.65 -2.21
H -4.68 -2.95 3.25
H 2.83 3.44 3.64
C -4.06 -2.42 2.54
H 1.31 -3.03 0.57
H -1.13 3.25 -0.60
H -1.71 2.68 1.74
S 1.81 -0.86 -1.44
Zr 1.18 0.42 0.61
C 4.37 0.38 0.25
H -1.01 1.72 -2.79
C 0.67 -2.57 -3.23
C -2.73 -2.41 0.53
H 1.69 -2.81 -3.49
C -4.76 1.78 -1.88
H 6.76 -0.72 -0.90
C -2.43 -1.07 0.73
H 0.07 2.29 3.40
H 2.57 1.70 3.74
C 0.34 2.51 2.37
H 3.01 3.32 0.46
H 1.24 3.54 -1.25
H -2.96 -1.59 -2.37
*
```

No. 2
Formula: C29H32BN4OsPS2
Source: OMol25
Level of theory: ωB97M-V with the def2-TZVPD basis set

Summary:
HOMO-LUMO gap (spin up / spin down) = 6.41 / 6.41 eV
HOMO level (spin up / spin down) = -13.67 / -13.67 eV
Energy above the lowest of the compared OMol25 structures with the same formula, charge and spin = 0.0 kJ/mol

```
! wB97M-V def2-TZVPD RIJCOSX def2/J DEFGRID3
* xyz 2 1
N 0.09 2.26 3.77
H -0.06 1.46 -0.29
C -0.77 3.67 2.32
C -5.03 -0.99 0.98
H 2.00 -2.07 -4.20
C 0.79 -1.77 -2.46
C -0.39 0.33 -3.84
C 2.15 4.38 0.04
C -0.21 -0.99 -1.84
H -0.68 -6.13 1.39
H 4.82 3.30 -2.86
C -2.39 -1.27 0.25
C -2.02 0.87 -2.06
H -5.48 -2.23 -0.71
C 4.88 2.94 -1.83
P -0.66 -1.44 -0.15
H -2.02 1.85 -2.53
Os 1.01 0.07 0.06
H -2.91 -2.06 -2.63
N 1.65 3.11 -0.26
H -0.61 3.27 -0.47
C 0.64 -0.41 -4.42
H -1.94 -0.05 1.95
C -4.05 -0.38 1.74
C 2.02 -4.10 1.10
C 1.27 -5.23 1.37
S 1.43 0.47 2.15
C 2.21 -1.68 0.35
H 3.09 -4.10 1.28
C -0.85 0.07 -2.56
H 0.70 0.58 4.87
C 1.42 -2.94 0.62
H 2.85 -1.84 -0.52
C -2.72 -0.52 1.37
H 1.34 2.13 5.45
N 3.65 3.26 -1.11
H -1.28 4.45 1.80
C 0.04 -2.97 0.41
H 1.57 5.10 0.59
H 5.72 3.41 -1.33
C -0.11 -5.24 1.17
H 0.97 -0.17 -5.42
C 2.59 2.47 -0.96
H -0.85 1.13 -4.40
H -6.07 -0.89 1.26
H 2.92 -1.54 1.17
H 1.22 -2.61 -1.93
C 1.22 -1.47 -3.74
C -3.04 -2.71 -1.76
S 2.48 0.86 -1.59
C 0.47 1.63 5.04
H -0.36 1.70 5.73
N -0.03 2.72 1.64
C -0.73 -4.11 0.69
B 0.22 2.63 0.11
C 0.46 1.88 2.55
C -4.69 -1.75 -0.13
C -0.68 3.39 3.65
H 5.02 1.86 -1.83
C 3.39 4.48 -0.49
H -2.04 1.00 -0.98
H -4.31 0.20 2.62
H -3.85 -3.40 -1.99
H 1.76 -6.12 1.74
H 4.10 5.28 -0.49
H -1.81 -4.09 0.56
H -2.95 0.37 -2.34
C -3.37 -1.91 -0.53
H -1.10 3.89 4.50
H -2.13 -3.29 -1.65
*
```

No. 3
Formula: C29H32BN8O
Source: OMol25
Level of theory: ωB97M-V with the def2-TZVPD basis set

Summary:
HOMO-LUMO gap = 6.70 eV
HOMO level = -11.16 eV

```
! wB97M-V def2-TZVPD RIJCOSX def2/J DEFGRID3
* xyz 1 1
C 2.91 0.67 -0.47
C -8.76 4.69 -0.73
N 6.23 -2.15 -0.58
N -0.67 3.56 1.84
C 3.41 1.53 -2.99
C 2.69 2.27 -2.07
H -2.49 -2.12 5.13
N -6.45 3.14 -0.75
H -1.12 5.58 2.03
C 5.74 -3.39 -0.53
H 4.44 -3.97 -3.32
N 2.79 -2.93 -2.68
C -7.64 2.61 -0.45
H 2.29 3.24 -2.34
O 1.30 5.13 1.71
H 5.69 -5.33 0.39
C -7.54 5.26 -1.04
H 1.03 -2.03 -2.14
C 7.13 -1.82 0.35
H -9.66 5.30 -0.72
H 5.01 -3.63 -1.29
H 1.38 2.24 3.13
H -4.22 2.79 1.26
C 7.58 -2.69 1.33
H -5.44 4.84 -1.28
C -2.56 -1.42 3.10
C 3.35 -3.96 -3.32
H -7.45 6.31 -1.28
C -1.50 4.58 1.88
B 0.84 3.87 2.02
C -3.10 -3.98 2.37
C 3.65 -0.15 -1.31
H 3.59 1.91 -3.98
N -0.97 2.29 1.66
H -9.76 2.87 -0.18
C -2.91 -3.69 3.71
H -3.56 5.14 1.70
H 7.39 -4.69 2.11
C -3.00 -2.94 1.46
H -2.36 -0.39 3.35
N 1.79 2.91 2.48
N -2.74 -1.68 1.80
H -2.98 -4.48 4.46
H 7.51 -0.81 0.29
N 2.43 1.87 -0.83
C 3.90 0.29 -2.60
C -2.23 2.02 1.46
H -0.43 -3.73 -3.22
C -2.84 4.34 1.68
C 6.12 -4.34 0.41
H 2.14 2.37 1.68
C -6.42 4.44 -1.04
H -7.64 1.55 -0.21
C 2.63 -4.95 -3.96
H 3.14 -5.76 -4.47
H 1.41 5.15 0.74
H 4.01 -1.10 -0.97
H 4.47 -0.32 -3.28
H -3.13 -3.12 0.40
C 1.46 -2.88 -2.67
C 1.25 -4.88 -3.93
H 2.68 0.35 0.54
H 0.65 -5.64 -4.42
H -3.31 -4.98 2.04
H -2.53 0.99 1.29
C -2.64 -2.39 4.09
C -3.18 3.05 1.46
C 0.65 -3.82 -3.27
C -8.82 3.34 -0.42
H 8.32 -2.37 2.05
C 7.06 -3.98 1.36
*
```